1.
The following is a DFT calculation (the ωB97M-V functional and the def2-TZVPD basis) of one molecule with the formula C2H6OSe2 in a non-equilibrium geometry.

Geometry as XYZ:
```
11
Properties=species:S:1:pos:R:3:forces:R:3
Se -0.030 2.760 1.639 -0.565 0.161 1.634
C -0.390 1.422 0.380 -1.413 -5.461 1.314
O 0.546 0.115 0.667 -1.723 2.958 1.608
C 0.724 -0.755 -0.361 0.130 0.900 -0.626
Se -0.900 -1.949 -0.512 1.611 -0.233 -2.293
H -0.786 2.305 2.933 0.674 0.143 -1.712
H -0.064 1.722 -0.549 0.768 1.079 -2.027
H -1.472 0.951 0.234 2.216 1.324 0.732
H 1.676 -1.221 -0.205 0.113 -1.394 0.771
H 1.050 -0.159 -1.207 -1.109 -0.093 -1.336
H -0.482 -2.461 -1.967 -0.701 0.617 1.935
```
Forces are in eV/Å.

Output
E_LUMO in Eh: 0.0218
Electronic energy in Eh: -4957.79204
HOMO in eV: -8.81
Frontier orbital gap in Eh: 0.3456
Structure (SMILES): [SeH]COC[SeH]
ΔE to the lowest compared entry with this formula, charge and spin in kJ/mol: 75.1

Atomic partial charges in e from the Mulliken method, atoms 1 to 5: -0.047 -0.461 -0.315 -0.617 -0.144


2.
The following is a DFT calculation (the ωB97M-V functional and the def2-TZVPD basis) of a 2-piece molecular cluster, C2H6PS3 overall in a non-equilibrium geometry.

Geometry as XYZ:
```
12
Properties=species:S:1:pos:R:3:forces:R:3
C 0.919 0.018 1.077 -1.769 4.686 1.082
C 0.812 -0.322 -1.261 1.803 -2.003 -2.624
P -0.482 -0.543 -0.005 0.854 2.487 -0.628
S 2.164 -0.585 -0.041 -0.477 -0.220 0.347
S -2.180 0.752 -0.172 0.316 -0.567 0.068
S -1.090 -2.466 0.005 -0.812 -0.540 0.303
H 0.706 1.488 1.069 0.589 -3.991 -0.643
H 0.943 0.054 2.176 0.212 -1.137 -0.488
H 1.028 -0.953 -2.240 -1.177 0.701 2.223
H 0.976 0.658 -1.630 -0.571 1.376 -0.033
H -1.717 1.821 -0.894 0.389 -0.730 0.360
H -2.424 -2.144 -0.013 0.643 -0.064 0.033
```
Forces are in eV/Å.

Output
E_LUMO in Eh: -0.1674
Electronic energy in Eh: -1615.38663
HOMO in eV: -13.46
Frontier orbital gap in Eh: 0.3271
ΔE to the lowest compared entry with this formula, charge and spin in kJ/mol: 101.2
Charge: +1

Atomic partial charges in e from the Mulliken method, atoms 1 to 5: -0.517 -0.510 0.567 0.028 -0.241


3.
The following is a DFT calculation (the ωB97M-V functional and the def2-TZVPD basis) of a 2-piece molecular cluster, C2H6S2 overall in a non-equilibrium geometry.

Geometry as XYZ:
```
10
Properties=species:S:1:pos:R:3:forces:R:3
S 0.853 -0.452 1.304 -0.198 -3.195 1.705
S 1.213 0.998 -0.221 -0.425 0.800 -3.641
H 0.682 0.473 2.180 -0.324 0.954 1.102
H 0.477 0.116 -1.057 0.971 1.462 0.860
C -2.037 -0.063 -1.595 -0.274 -1.937 1.877
C -2.272 -1.089 -0.734 0.310 0.264 -0.237
H -2.102 0.955 -1.265 0.244 0.278 0.145
H -1.624 -0.261 -2.556 -0.281 -0.037 -0.905
H -2.355 -0.936 0.360 -0.392 0.180 -0.845
H -2.286 -2.177 -1.009 0.368 1.232 -0.062
```
Forces are in eV/Å.

Output
Spin multiplicity: 2
E_LUMO (spin up / spin down) in Eh: 0.1505 / 0.1527
Electronic energy in Eh: -876.10196
HOMO (spin up / spin down) in eV: 0.14 / -3.41
Frontier orbital gap (spin up / spin down) in Eh: 0.1453 / 0.2780
Expectation value of S²: 0.7539
ΔE to the lowest compared entry with this formula, charge and spin in kJ/mol: 142.7
Charge: -1

Atomic partial charges in e from the Mulliken method, atoms 1 to 5: -0.510 -0.588 0.053 0.048 -0.618


4.
The following is a DFT calculation (the ωB97M-V functional and the def2-TZVPD basis) of a 2-piece molecular cluster, C2H6S2 overall in a non-equilibrium geometry.

Geometry as XYZ:
```
10
Properties=species:S:1:pos:R:3:forces:R:3
C 1.246 1.718 3.203 -0.409 -0.088 -0.102
C 0.161 2.168 2.556 0.658 -0.195 0.345
H 1.836 0.948 2.730 1.160 0.855 -0.516
H 1.516 2.015 4.212 -0.726 -0.884 0.403
H 0.238 2.358 1.490 -0.710 -1.124 -0.213
H -0.764 2.308 3.092 0.020 1.423 0.070
S 0.246 -1.624 -0.781 -0.169 0.030 -0.400
S -0.892 -0.274 -1.964 0.258 -0.649 0.560
H 1.410 -0.992 -0.902 0.176 0.245 0.025
H -1.927 -0.613 -1.185 -0.259 0.387 -0.172
```
Forces are in eV/Å.

Output
E_LUMO in Eh: 0.0040
Electronic energy in Eh: -876.08570
HOMO in eV: -8.78
Frontier orbital gap in Eh: 0.3267
Structure (SMILES): C=C.SS
ΔE to the lowest compared entry with this formula, charge and spin in kJ/mol: 222.6

Atomic partial charges in e from the Mulliken method, atoms 1 to 5: -0.474 -0.441 0.215 0.240 0.229


5.
The following is a DFT calculation (the ωB97M-V functional and the def2-TZVPD basis) of one molecule with the formula C2H7Cl2N2P in a non-equilibrium geometry.

Geometry as XYZ:
```
14
Properties=species:S:1:pos:R:3:forces:R:3
C 1.189 -1.137 0.937 0.628 1.292 0.640
N 0.666 -0.649 -0.375 0.828 -1.707 -0.425
N -0.391 0.279 -0.465 -0.247 -0.505 0.008
C 0.067 1.661 -0.513 2.336 -0.510 -1.350
P -1.982 -0.032 -1.007 0.680 1.006 0.134
Cl -3.111 0.882 0.536 0.024 -0.212 0.005
Cl -2.029 -1.983 -0.544 -0.213 -0.887 0.242
H 1.471 -0.223 1.570 -0.538 -1.158 -0.842
H 0.502 -1.771 1.594 0.852 0.513 -1.134
H 2.219 -1.603 0.704 -1.886 0.286 0.400
H 0.634 -1.460 -1.052 -0.411 1.684 0.942
H -0.683 2.367 -0.241 -1.029 0.448 -0.721
H 0.719 1.791 0.335 0.714 -0.092 0.251
H 0.729 1.879 -1.478 -1.736 -0.157 1.851
```
Forces are in eV/Å.

Output
E_LUMO in Eh: 0.0264
Electronic energy in Eh: -1451.63459
HOMO in eV: -8.61
Frontier orbital gap in Eh: 0.3428
Structure (SMILES): CNN(C)P(Cl)Cl
ΔE to the lowest compared entry with this formula, charge and spin in kJ/mol: 113.8

Atomic partial charges in e from the Mulliken method, atoms 1 to 5: -0.649 -0.496 0.371 -0.849 0.177


6.
The following is a DFT calculation (the ωB97M-V functional and the def2-TZVPD basis) of an isolated ion of composition C2H7ClN3 and charge +1 in a non-equilibrium geometry.

Geometry as XYZ:
```
13
Properties=species:S:1:pos:R:3:forces:R:3
N 1.822 -1.291 -0.250 1.476 -1.541 0.872
C 0.720 -0.916 0.365 0.776 -1.907 -0.032
N 0.040 0.072 -0.075 -1.929 -0.269 1.837
C -1.374 0.332 0.336 0.539 1.283 0.283
N -1.778 1.551 -0.182 -0.419 0.805 -3.777
Cl -2.253 -1.206 -0.091 -0.113 0.684 0.340
H 2.499 -2.106 -0.032 -1.965 2.025 -0.118
H 2.088 -0.668 -0.982 0.703 -0.034 -0.665
H 0.289 -1.490 1.161 0.138 -0.347 0.403
H 0.400 0.545 -0.823 0.651 1.901 -2.375
H -1.341 0.609 1.388 -0.252 -1.337 0.418
H -2.343 2.210 0.295 -0.332 -0.107 1.340
H -2.020 1.730 -1.198 0.729 -1.155 1.474
```
Forces are in eV/Å.

Output
E_LUMO in Eh: -0.1399
Electronic energy in Eh: -704.60862
HOMO in eV: -14.44
Frontier orbital gap in Eh: 0.3908
Structure (SMILES): N/C=[NH+]/[C@@H](N)Cl
ΔE to the lowest compared entry with this formula, charge and spin in kJ/mol: 67.9
Charge: +1

Atomic partial charges in e from the Mulliken method, atoms 1 to 5: -0.332 0.273 -0.229 0.067 -0.461


7.
The following is a DFT calculation (the ωB97M-V functional and the def2-TZVPD basis) of C2H7ClNO4P as an isolated structure in a non-equilibrium geometry.

Geometry as XYZ:
```
16
Properties=species:S:1:pos:R:3:forces:R:3
C 1.825 -1.076 -0.034 -0.940 -1.129 -0.398
O 2.040 0.137 0.722 -2.536 0.417 -1.304
P 0.706 1.130 0.790 1.037 3.590 4.711
O 0.969 2.144 1.880 -0.545 -2.274 -2.399
O 0.491 2.037 -0.648 0.261 -2.306 1.026
Cl 1.777 1.813 -1.724 -0.136 0.233 -0.255
O -0.703 0.338 1.197 2.013 0.631 -2.566
C -1.336 -0.328 0.083 -0.529 -1.609 -0.680
N -2.657 0.220 -0.252 0.596 -0.886 0.194
H 2.725 -1.727 -0.078 -0.440 0.857 0.341
H 1.492 -0.885 -1.088 0.488 0.063 0.834
H 0.992 -1.641 0.462 0.866 0.224 -0.390
H -0.692 -0.319 -0.837 -0.586 0.262 0.794
H -1.444 -1.411 0.374 0.365 0.927 -0.033
H -2.859 -0.148 -1.186 0.017 0.473 0.173
H -3.325 -0.282 0.339 0.069 0.527 -0.047
```
Forces are in eV/Å.

Output
E_LUMO in Eh: -0.0213
Electronic energy in Eh: -1237.64942
HOMO in eV: -10.38
Frontier orbital gap in Eh: 0.3602

Atomic partial charges in e from the Mulliken method, atoms 1 to 5: -0.585 -0.248 0.950 -0.703 -0.208


8.
The following is a DFT calculation (the ωB97M-V functional and the def2-TZVPD basis) of a 2-piece molecular cluster, C2H7ClNOP overall in a non-equilibrium geometry.

Geometry as XYZ:
```
13
Properties=species:S:1:pos:R:3:forces:R:3
C -1.835 -1.509 -0.540 1.279 -1.227 -1.856
C 0.226 0.892 1.061 -4.088 -1.036 -0.260
N -0.964 -0.643 -1.266 2.948 3.477 0.424
O 0.899 1.291 -1.523 1.121 0.844 -0.773
P 0.021 0.478 -0.713 -3.371 -2.697 -0.015
Cl 3.964 0.554 0.350 -1.098 0.840 -0.746
H -1.821 -2.454 -1.144 -0.333 0.504 0.906
H -2.798 -1.094 -0.570 -1.484 0.288 0.400
H -1.420 -1.668 0.415 -0.230 -0.578 1.540
H 1.226 1.026 1.097 3.247 0.279 0.938
H -0.322 1.742 1.469 0.160 0.552 -0.885
H -0.229 0.122 1.698 0.834 -0.436 -0.241
H 3.054 1.264 -0.333 1.014 -0.811 0.570
```
Forces are in eV/Å.

Output
E_LUMO in Eh: 0.0147
Electronic energy in Eh: -1011.92083
HOMO in eV: -9.82
Frontier orbital gap in Eh: 0.3755
ΔE to the lowest compared entry with this formula, charge and spin in kJ/mol: 230.8

Atomic partial charges in e from the Mulliken method, atoms 1 to 5: -0.618 -0.602 -0.371 -0.621 0.788


9.
The following is a DFT calculation (the ωB97M-V functional and the def2-TZVPD basis) of C2H7ClNPS as an isolated structure in a non-equilibrium geometry.

Geometry as XYZ:
```
13
Properties=species:S:1:pos:R:3:forces:R:3
C -0.429 -0.087 0.803 -1.540 0.284 2.094
C 0.636 -1.036 0.324 -0.975 1.114 -1.363
N 1.069 1.178 -1.330 0.457 -0.515 0.530
P 1.975 -0.040 -0.477 -0.019 1.999 0.773
S 3.366 1.407 1.520 -1.108 -1.374 -1.709
Cl 2.622 -1.212 -1.989 0.249 -0.009 0.032
H -1.147 0.301 0.072 0.571 -0.105 -0.132
H -1.096 -0.459 1.671 1.235 0.032 -1.383
H 0.151 0.687 1.262 -0.250 1.263 0.493
H 0.101 -1.703 -0.337 0.836 -0.886 -0.240
H 1.117 -1.404 1.184 0.523 -1.288 0.849
H 1.614 1.904 -1.813 -0.012 -0.627 0.410
H 0.527 1.640 -0.597 0.033 0.113 -0.355
```
Forces are in eV/Å.

Output
E_LUMO (spin up / spin down) in Eh: -0.0614 / -0.0592
Electronic energy in Eh: -1334.82412
HOMO (spin up / spin down) in eV: -8.58 / -8.54
Frontier orbital gap (spin up / spin down) in Eh: 0.2538 / 0.2546
ΔE to the lowest compared entry with this formula, charge and spin in kJ/mol: 303.6

Atomic partial charges in e from the Mulliken method, atoms 1 to 5: -1.418 -0.168 -0.597 0.338 -0.260


10.
The following is a DFT calculation (the ωB97M-V functional and the def2-TZVPD basis) of a 2-piece molecular cluster, C2H7ClO overall in a non-equilibrium geometry.

Geometry as XYZ:
```
11
Properties=species:S:1:pos:R:3:forces:R:3
C -0.561 0.591 0.172 -0.490 -0.164 -0.089
C -1.354 -0.153 -0.924 0.377 -0.126 -0.603
Cl -3.095 -0.201 -0.528 -0.306 -0.006 0.313
H 0.498 0.768 -0.081 -0.496 -0.240 -0.171
H -0.607 -0.003 1.100 0.064 0.313 -0.333
H -1.047 1.565 0.353 0.254 -0.368 -0.027
H -1.357 0.327 -1.921 0.450 -0.112 0.672
H -1.073 -1.214 -1.062 0.134 0.710 0.220
O 2.639 -0.786 0.722 0.677 0.703 0.729
H 3.466 -1.046 1.187 -0.882 0.310 -0.489
H 2.492 0.151 0.982 0.218 -1.019 -0.219
```
Forces are in eV/Å.

Output
E_LUMO in Eh: 0.0265
Electronic energy in Eh: -615.82382
HOMO in eV: -10.52
Frontier orbital gap in Eh: 0.4130
Structure (SMILES): CCCl.O
ΔE to the lowest compared entry with this formula, charge and spin in kJ/mol: 0.0

Atomic partial charges in e from the Mulliken method, atoms 1 to 5: -0.820 -0.307 -0.217 0.139 0.299